One molecule with the formula C4H7NO2 at a distorted geometry, computed with ωB97M-V with the def2-TZVPD basis set.

Values from the calculation:
SMILES string: CN(C=O)CC=O
E in Eh: -361.82786
2S+1: 1
HOMO energy in eV: -9.5
ΔE to the lowest compared entry with this formula, charge and spin in kcal/mol: 33.3

Atoms and positions in Å:
C -1.320 1.010 -0.667
N -0.389 -0.096 -0.464
C -0.725 -1.365 -0.791
O 0.050 -2.303 -0.834
C 0.995 0.228 -0.132
C 1.128 0.805 1.253
O 0.350 1.573 1.757
H -2.181 0.849 -0.010
H -0.827 1.898 -0.395
H -1.732 1.028 -1.677
H -1.795 -1.498 -0.970
H 1.435 0.754 -0.964
H 1.519 -0.735 -0.149
H 1.978 0.454 1.860

Mulliken charges, unit e, in atom order: -0.987 0.058 0.054 -0.586 -0.716 0.126 -0.456 0.343 0.366 0.347 0.379 0.364 0.357 0.350

***

One molecule with the formula C4H7NO2 at a distorted geometry, computed with ωB97M-V with the def2-TZVPD basis set.

Values from the calculation:
E in Eh: -361.76017
2S+1: 1
HOMO energy in eV: -9.0
ΔE to the lowest compared entry with this formula, charge and spin in kcal/mol: 75.7

Atoms and positions in Å:
O 2.247 0.049 0.070
C 0.932 0.094 0.002
C 0.172 1.314 -0.413
N -1.208 0.848 -0.285
C -1.240 -0.619 -0.439
C 0.150 -1.111 0.007
O 0.664 -2.260 0.047
H 2.445 -0.915 0.100
H 0.221 -0.535 1.178
H 0.368 2.211 0.187
H 0.473 1.564 -1.450
H -1.810 1.309 -0.958
H -1.316 -0.949 -1.482
H -2.072 -1.028 0.136

Mulliken charges, unit e, in atom order: -0.512 0.009 -0.426 -0.404 -0.440 0.668 -0.787 0.359 0.108 0.313 0.263 0.260 0.283 0.306

***

A 2-piece molecular cluster, C4H7NO2 overall, computed with ωB97M-V with the def2-TZVPD basis set.

Values from the calculation:
SMILES string: O/C=C1/CN1.C=O
E in Eh: -361.72651
2S+1: 1
HOMO energy in eV: -8.7
ΔE to the lowest compared entry with this formula, charge and spin in kcal/mol: 96.9

Atoms and positions in Å:
O -0.679 -2.076 -0.377
C 0.251 -1.347 0.266
C 0.087 -0.071 0.612
C 0.464 1.050 1.438
N -0.905 0.896 0.873
H -1.028 -1.513 -1.116
H 1.208 -1.839 0.429
H 1.006 1.909 1.045
H 0.639 0.835 2.487
H -1.572 0.532 1.551
C 0.147 0.380 -1.763
O -0.832 -0.237 -2.151
H 1.173 0.004 -1.905
H 0.054 1.399 -1.355

Mulliken charges, unit e, in atom order: -0.492 -0.470 0.275 -0.241 -0.497 0.446 0.318 0.190 0.259 0.234 -0.030 -0.568 0.306 0.269

***

A 3-piece molecular cluster, C4H7NO2 overall at a distorted geometry, computed with ωB97M-V with the def2-TZVPD basis set.

Values from the calculation:
E in Eh: -361.79711
2S+1: 1
HOMO energy in eV: -9.8
ΔE to the lowest compared entry with this formula, charge and spin in kcal/mol: 52.6

Atoms and positions in Å:
C 1.377 0.136 -1.030
C 0.251 -0.269 -1.937
C -0.993 -1.146 1.613
N -0.258 -0.185 1.997
C -1.232 2.368 0.854
O -0.779 2.424 -0.187
O -0.823 -0.690 -1.569
H 1.057 0.154 0.017
H 1.754 1.120 -1.331
H 2.204 -0.574 -1.157
H 0.458 -0.177 -3.025
H -0.903 -1.489 0.582
H -1.738 -1.645 2.244
H -0.460 0.063 2.968

Mulliken charges, unit e, in atom order: -0.889 0.188 -0.168 -0.451 0.104 -0.125 -0.469 0.205 0.289 0.333 0.349 0.154 0.257 0.223